Formula: C13H44BNO22
Source: the Open Molecules 2025 dataset
Level of theory: ωB97M-V/def2-TZVPD

Results
- Orbital gap (spin up / spin down): 8.856 / 9.432 eV
- Total charge: -1
- Expectation value of S²: 0.76
- E_HOMO (spin up / spin down): -7.409 / -8.155 eV
- Calculated total energy: -61411.3100 eV
- Multiplicity: 2

Cartesian coordinates (Å):
C  -1.48403  9.01682  -9.00236
C  -2.85011  9.83391  -9.42100
C  -3.26542  10.61066  -8.12449
C  -2.38856  11.85353  -7.81672
C  -2.32473  12.66898  -9.10211
C  -1.92023  11.95746  -10.40217
N  -2.76234  10.75911  -10.60324
O  -2.67219  10.01632  -11.88373
C  -0.39557  11.59415  -10.38658
C  -2.32806  13.01353  -11.51921
C  -4.01312  8.77673  -9.61149
H  -1.13975  8.33872  -9.78323
H  -1.72695  8.37997  -8.15176
H  -0.69626  9.65050  -8.59498
H  -3.15085  10.00956  -7.22246
H  -4.33160  10.83490  -8.09175
H  -1.48796  11.41577  -7.38616
H  -2.73355  12.29209  -6.88037
H  -1.60297  13.47890  -8.99636
H  -3.30053  13.10492  -9.31633
H  0.26419  12.34057  -10.82894
H  -0.20479  10.64002  -10.87785
H  0.08654  11.68728  -9.41345
H  -1.96771  13.98187  -11.17197
H  -3.41032  13.00723  -11.64870
H  -1.97513  12.76468  -12.52002
H  -4.80211  9.22490  -10.21542
H  -4.60083  8.51511  -8.73157
H  -3.86093  7.86145  -10.18351
O  -7.45514  5.30005  -8.50177
C  -6.39484  4.98382  -7.93710
O  -5.19664  5.53858  -8.12921
B  -4.23957  4.98809  -7.15342
O  -5.04097  3.96092  -6.44367
C  -6.30145  4.05561  -6.73492
O  -7.24431  3.48145  -6.15443
O  -3.76403  5.95030  -6.16881
C  -2.47704  6.04347  -6.25572
O  -1.76236  6.88586  -5.67740
C  -1.92573  5.10783  -7.40285
O  -3.00673  4.45919  -7.85529
O  -0.71602  4.90163  -7.73150
O  -0.36369  4.44348  -10.68040
H  0.33782  4.98159  -11.04723
H  -0.61625  4.89489  -9.87500
O  -4.04349  5.73457  -3.25672
H  -4.89250  5.77706  -2.81671
H  -4.20404  6.10547  -4.12441
O  -7.34749  8.34334  -6.55427
H  -7.95337  8.60956  -5.86269
H  -7.25790  7.39679  -6.44357
O  -2.94597  9.46913  -4.72931
H  -2.54100  8.79546  -5.27557
H  -2.87468  10.27183  -5.24585
O  -10.15839  4.41249  -8.18806
H  -10.03077  3.59537  -7.70612
H  -9.38412  4.48541  -8.74612
O  -10.27661  3.18957  -5.20202
H  -9.93734  3.38524  -4.32862
H  -9.52405  2.83977  -5.67901
O  -6.23358  0.29105  -6.11097
H  -5.97270  -0.40040  -5.50263
H  -6.19417  1.09453  -5.59223
O  1.00057  2.78196  -5.97161
H  1.18535  3.64529  -6.34140
H  0.32128  2.94187  -5.31646
O  -7.83051  6.77183  -10.83205
H  -8.34024  6.20948  -11.41527
H  -7.58641  6.20236  -10.10241
O  0.05135  4.79635  -3.66666
H  0.41852  4.61271  -2.80197
H  -0.57561  5.50375  -3.51586
O  -8.63972  6.43817  -4.49095
H  -8.66123  5.55446  -4.85815
H  -9.19391  6.38797  -3.71211
O  -7.48375  1.65425  -8.70159
H  -7.34613  2.18566  -7.91745
H  -6.78315  1.91966  -9.29737
O  -5.42471  5.42863  -11.67359
H  -5.62145  5.70242  -10.77773
H  -5.71815  6.15937  -12.21777


Formula: C2H2O4P
Source: the Open Molecules 2025 dataset
Level of theory: ωB97M-V/def2-TZVPD

Results
- SMILES: O=C1OC(=O)[PH2]1[O-]
- Orbital gap: 8.423 eV
- Total charge: -1
- E_HOMO: -4.481 eV
- Calculated total energy: -19585.4123 eV

Cartesian coordinates (Å):
O  0.99417  -2.14095  -0.41839
C  0.68587  -0.98370  -0.28192
O  1.51996  0.07592  -0.49131
C  0.67782  1.21184  -0.06185
O  1.26089  2.29117  -0.00556
P  -0.91053  -0.19224  0.27531
O  -1.76705  -1.42829  0.63175
H  -1.34628  0.29217  -0.96964
H  -1.11484  0.87408  1.32160


Computed values of relative energy (zero: lowest compared OMol25 entry of this formula, charge and spin) (unit: kJ/mol) for the preceding records, in sequence: 151.2, 322.2.